The following is a DFT calculation (the ωB97M-V functional and the def2-TZVPD basis) of a molecular structure, C17H30GaNO2P2Te.

Results
HOMO-LUMO gap, Ha: 0.263
ΔE to the lowest compared entry with this formula, charge and spin, eV: 0.000
E_HOMO, Eh: -0.2459
Net charge: 0
Calculated total energy, hartree: -3746.48251

Positions of all 54 atoms, in Å:
C -1.94143 -3.44622 -1.58458
C -1.64306 -2.12473 -1.15639
N -0.31387 -1.72703 -1.10791
C 0.66325 -2.64012 -1.21556
C 0.39173 -3.95117 -1.60135
C -0.92572 -4.34934 -1.81251
C -2.64899 -1.22230 -0.76821
P -2.22053 0.43650 -0.32520
Ga 0.13402 0.41712 -0.59666
P 2.15280 -0.77281 0.18932
C 2.09542 -2.26223 -0.88154
O -2.84590 -2.88571 2.05600
O -0.27612 -3.27484 2.47399
H -2.98644 -3.72273 -1.69220
H 1.21959 -4.64155 -1.72097
H -1.14912 -5.35941 -2.13848
C -2.80031 1.54869 -1.65132
C -3.16046 0.78013 1.19050
H 2.57780 -3.07906 -0.31510
H 2.67661 -2.04754 -1.79162
H -3.11034 -2.59628 1.15711
H -3.68984 -1.54774 -0.86223
C 3.64453 0.12151 -0.33398
C 2.44954 -1.60363 1.78702
H -0.77141 -1.14301 2.49107
H -0.17849 -3.39501 3.43022
H -1.26317 -3.22155 2.30339
H -3.46721 -3.58613 2.30730
H 0.50325 1.12188 -1.92834
H -0.88414 -0.49724 2.08908
H -3.89114 1.45768 -1.74562
H -2.52835 2.59049 -1.43746
H -2.32693 1.25598 -2.59727
H -4.22129 0.91264 0.93146
H -3.06089 -0.05968 1.89178
H -2.78491 1.69003 1.67414
H 3.32353 -2.26098 1.64443
H 2.67078 -0.87440 2.57621
H 1.56699 -2.20864 2.07384
H 4.51736 -0.52940 -0.17441
H 3.55451 0.35962 -1.40300
H 3.75136 1.05842 0.22764
Te 1.00549 1.80742 1.55042
C 1.25365 3.63769 0.50092
C 2.53197 4.23866 0.48329
C 2.70886 5.45020 -0.19988
C 1.62977 6.05754 -0.86001
C 0.36571 5.45039 -0.84996
C 0.16181 4.25015 -0.15459
H 3.36257 3.76296 1.00722
H 3.69422 5.92059 -0.23044
H 1.77799 6.99495 -1.40288
H -0.46535 5.91680 -1.38642
H -0.82973 3.79241 -0.11023

Cartesian forces (eV/Å) of the 3 atoms listed first:
C 0.230 -0.514 -0.048
C 0.405 0.545 -0.073
N -0.276 0.080 0.468


The following is a DFT calculation (the ωB97M-V functional and the def2-TZVPD basis) of a single C24H23N3O5 molecule.

Results
HOMO-LUMO gap, Ha: 0.309
ΔE to the lowest compared entry with this formula, charge and spin, eV: 1.846
SMILES: O=C(Nc1ccc2c(c1)OCO2)[C@@H](c1ccccc1)N1CCN(C(=O)c2ccco2)CC1
E_HOMO, Eh: -0.2860
Net charge: 0
Calculated total energy, hartree: -1468.81871

Positions of all 55 atoms, in Å:
O 2.26152 1.83059 0.20246
C 1.27474 1.29194 -0.24471
N 1.22394 0.47464 -1.32418
C 2.25743 0.03192 -2.15230
C 3.56200 0.49267 -2.02565
C 4.57427 0.03178 -2.86261
C 4.23794 -0.89386 -3.81907
C 2.92732 -1.35700 -3.94937
C 1.91997 -0.91391 -3.13279
H 0.91187 -1.27919 -3.24161
O 2.86375 -2.26719 -4.96970
C 4.17689 -2.36545 -5.48106
O 5.02926 -1.50539 -4.75843
H 4.53170 -3.40434 -5.38473
H 4.17909 -2.07987 -6.54531
H 5.58498 0.38861 -2.76338
H 3.78900 1.21725 -1.26255
H 0.30885 0.08137 -1.51016
C -0.12300 1.52493 0.35907
N -0.91121 0.29917 0.30977
C -0.32336 -0.79716 1.06767
H -0.81100 -1.71938 0.73477
C -0.51535 -0.66214 2.58759
N -1.92139 -0.53268 2.88270
C -2.73376 -1.38718 3.54975
O -3.92201 -1.13955 3.70692
C -2.19537 -2.63096 4.13172
C -2.83407 -3.40219 5.07098
C -2.00638 -4.52016 5.30316
C -0.92969 -4.36172 4.48534
O -1.03075 -3.22842 3.77515
H -0.05717 -4.96303 4.31997
H -2.18794 -5.32972 5.97931
H -3.77582 -3.17548 5.52523
C -2.50939 0.60788 2.20916
C -2.30644 0.46411 0.69547
H -2.84220 -0.42710 0.35313
H -2.71901 1.33536 0.18635
H -2.03684 1.52656 2.57287
H -3.57235 0.63212 2.45141
H -0.00225 0.23955 2.94474
H -0.08341 -1.52219 3.08974
H 0.74261 -0.86614 0.84448
C -0.71156 2.63590 -0.47907
C -0.58712 3.95245 -0.05456
C -1.07008 4.99034 -0.83154
C -1.68525 4.72403 -2.04237
C -1.81137 3.41421 -2.47338
C -1.32226 2.37629 -1.70132
H -1.43453 1.35775 -2.04154
H -2.29003 3.19892 -3.41725
H -2.06463 5.53305 -2.64827
H -0.96609 6.00899 -0.48902
H -0.10183 4.16568 0.88656
H 0.03777 1.90335 1.38050

Cartesian forces (eV/Å) of the 3 atoms listed first:
O 0.230 0.167 0.127
C -0.290 -0.262 0.135
N -0.295 -0.151 -0.110


The following is a DFT calculation (the ωB97M-V functional and the def2-TZVPD basis) of 2 unconnected molecules or ions with the total composition CH6IN3O.

Results
HOMO-LUMO gap (spin up / spin down), Ha: 0.307 / 0.307
ΔE to the lowest compared entry with this formula, charge and spin, eV: 0.000
SMILES: [NH3+][O-].C/N=N\I
E_HOMO (spin up / spin down), Eh: -0.2982 / -0.2982
Net charge: 0
Calculated total energy, hartree: -578.74068

Positions of all 12 atoms, in Å:
C -0.07340 1.88576 -0.63128
N 0.30972 -1.77974 0.53035
N -1.84854 1.48491 1.09522
N -0.92084 1.93352 0.58474
O 0.58542 -0.49699 0.59733
I -2.86790 -0.21317 -0.04776
H 0.61746 1.00313 -0.57333
H -0.86906 1.77338 -1.38751
H 0.36443 2.90068 -0.64650
H -0.73457 -2.01540 0.16648
H 0.93391 -2.28010 -0.05882
H 0.31559 -2.19912 1.46641

Cartesian forces (eV/Å) of the 3 atoms listed first:
C -1.247 0.242 0.479
N -3.519 -1.315 0.335
N 0.990 0.748 -0.177


The following is a DFT calculation (the ωB97M-V functional and the def2-TZVPD basis) of a molecular structure, C24H32BrF6N4O4PSiW.

Results
2S+1: 2
HOMO-LUMO gap (spin up / spin down), Ha: 0.165 / 0.164
ΔE to the lowest compared entry with this formula, charge and spin, eV: 3.430
E_HOMO (spin up / spin down), Eh: -0.6122 / -0.6122
Net charge: +3
Calculated total energy, hartree: -5323.98035

Positions of all 74 atoms, in Å:
W 0.56882 0.37533 -0.00541
C -1.06015 -2.50373 -3.17374
Si -0.47023 -0.73186 -3.10047
C 1.26632 -1.01930 -3.72396
C -1.05264 0.65357 -4.18819
N -1.06078 -0.21976 -1.35441
C -2.39075 -0.29385 -1.16753
C -3.23977 -0.64131 -2.27859
C -4.57435 -0.80799 -2.13163
C -5.18017 -0.60386 -0.86636
C -4.41859 -0.21496 0.22436
C -3.06169 -0.05291 0.09003
O -2.31392 0.41635 1.09756
C -2.95321 0.36132 2.38432
C -3.09176 1.54510 3.07185
C -3.68543 1.51819 4.32583
C -4.10949 0.31471 4.86932
C -3.96401 -0.86709 4.14816
C -3.38748 -0.84806 2.88834
H -1.01525 -2.82747 -4.22007
H -2.07690 -2.68983 -2.81516
H -0.38048 -3.14355 -2.60429
H 1.10901 -1.44042 -4.72314
H 1.84198 -1.73220 -3.12731
H 1.84343 -0.09534 -3.81510
H -0.77590 0.41766 -5.21883
H -0.53151 1.57165 -3.90576
H -2.12719 0.85383 -4.17523
H -2.80066 -0.77417 -3.25679
H -5.17863 -1.08850 -2.98562
H -6.25208 -0.72409 -0.75281
H -4.89075 -0.01546 1.17633
H -2.78090 2.48825 2.63330
H -3.82488 2.44291 4.87477
H -4.55620 0.29580 5.85534
H -4.29806 -1.80850 4.56856
H -3.26022 -1.76699 2.32238
N -0.62039 2.29976 -0.22631
C 0.01631 3.50757 -0.84463
C 1.19471 3.98749 -0.03328
C 2.42828 3.15984 -0.28097
N 2.32069 1.84358 0.41324
H -1.44971 2.09025 -0.77207
H -0.93564 2.55767 0.70298
H -0.73952 4.28976 -0.90529
H 0.31628 3.24947 -1.85780
H 0.94856 3.99052 1.03521
H 1.40456 5.02183 -0.30509
H 3.31126 3.67585 0.09065
H 2.56765 2.97870 -1.34269
H 2.41984 2.00624 1.41017
H 3.12966 1.29798 0.13437
F 0.32411 1.12855 1.86015
P 1.42107 0.01911 3.30743
F 0.51265 0.58665 4.40202
F 0.34422 -1.07722 2.92496
F 2.37237 -0.88931 4.07346
F 2.29489 1.31949 3.27660
F 2.07097 -0.32470 1.78878
O -0.68822 -2.48150 0.69304
C -0.23773 -1.51500 0.52044
O 1.08617 1.03318 -1.70265
O 1.82797 -0.10906 -1.24531
Br 2.29437 -5.57152 -2.22261
C 2.95727 -4.12854 -1.23808
C 4.31055 -3.95809 -1.00799
C 4.72132 -2.85435 -0.27366
C 3.77698 -1.95659 0.18605
N 2.47018 -2.12051 -0.05093
C 2.06954 -3.19720 -0.74049
H 5.02864 -4.67738 -1.38316
H 5.76941 -2.68955 -0.06636
H 4.07419 -1.09796 0.77905
H 1.00511 -3.34735 -0.89154

Cartesian forces (eV/Å) of the 3 atoms listed first:
W -0.080 3.255 0.330
C -0.807 0.067 0.131
Si 0.636 -0.702 -1.318


> Which value of net charge does entry 2 give?

0


> The lowest calculated total energy belongs to which entry?

C24H32BrF6N4O4PSiW